108
Properties=species:S:1:pos:R:3 method="wB97M-V/def2-TZVPD" fmax_ev_per_a=5.40 total_charge=+1 mol_weight_g_mol=796.83 energy_ev=-91858.007
C -3.2657 -6.0453 0.2852
C -3.7267 -4.5424 -0.1579
O -2.5855 -4.0037 -0.9307
N -2.4005 -2.6835 -0.6121
C -1.7592 -2.0869 -1.8298
N -2.5810 -1.5415 -2.7255
C -4.0842 -1.5492 -2.5196
C -4.9070 -1.2039 -3.8624
O -5.3791 -0.0738 -4.0385
F -5.0721 -2.2754 -4.8069
P -1.9174 -0.7492 -4.1845
O -2.4829 0.8619 -4.2985
O -2.2541 -1.6555 -5.6027
N -0.3043 -2.1194 -1.8735
C 0.1722 -0.9870 -1.0131
C 1.7715 -1.0554 -0.9790
C 2.4638 0.3678 -0.6671
O 2.1925 1.4317 -1.2808
O 3.4808 0.4352 0.3240
C -0.5344 -1.1770 0.4422
C -1.5796 0.0530 0.7203
C -0.8939 1.5035 0.6312
C -0.4198 2.1087 2.0492
C -0.5676 3.7361 2.0174
C 0.8304 4.4567 1.7036
C 1.1868 4.5501 0.1201
C 2.7898 4.5211 -0.0169
C 3.3301 4.4298 -1.5222
O 4.5033 3.5442 -1.5840
C 5.0360 3.4990 -2.9275
C 0.4964 -1.1580 1.6748
C -0.1734 -1.2527 3.1326
C 0.4136 -2.4802 4.0397
C -0.6298 -3.7114 4.1642
N -0.8613 -4.1742 5.5683
C -1.7289 -5.3880 5.5245
C -1.3194 -6.7514 4.7983
O -2.8774 -5.3590 6.0747
C -1.4160 -2.5269 0.5479
S -0.3766 -4.0821 0.7728
H -4.2008 -6.6962 0.3931
H -2.5613 -6.4198 -0.5326
H -2.6991 -5.9090 1.2780
H -3.8451 -3.9278 0.8139
H -4.6794 -4.5689 -0.7900
H -4.4711 -2.5488 -2.1287
H -4.3102 -0.7740 -1.6911
H -2.8757 1.1293 -3.4267
H -2.3102 -1.0370 -6.3746
H 0.0860 -2.1071 -2.8255
H -0.1181 -0.0098 -1.5298
H 2.2001 -1.9095 -0.3355
H 2.1069 -1.3103 -2.0604
H 3.8028 1.3712 0.4109
H -2.3514 -0.0018 -0.1487
H -2.1830 -0.0827 1.6785
H -1.7083 2.2263 0.2314
H -0.0230 1.5835 -0.1033
H 0.7213 1.9227 2.1194
H -0.9417 1.6398 2.9561
H -0.8493 4.0217 3.1059
H -1.4384 4.0850 1.3566
H 0.8385 5.5460 2.0864
H 1.7069 3.9080 2.1947
H 0.8361 5.5953 -0.2507
H 0.6695 3.7516 -0.5148
H 3.1874 5.5135 0.4225
H 3.2100 3.6585 0.6206
H 2.5640 4.0184 -2.2706
H 3.6873 5.4479 -1.9257
H 4.2234 3.5993 -3.7326
H 5.5406 2.4743 -3.0811
H 5.8649 4.2868 -3.1155
H 1.3081 -1.9710 1.6274
H 1.0660 -0.1511 1.6308
H -1.3073 -1.3822 3.1435
H 0.0619 -0.2936 3.7240
H 1.4084 -2.8527 3.6118
H 0.6499 -2.1341 5.1196
H -1.6487 -3.4786 3.6581
H -0.1715 -4.5800 3.5566
H -1.4996 -3.4610 5.9836
H -0.7848 -6.5933 3.7857
H -2.2716 -7.3498 4.5472
H -0.6425 -7.4171 5.4552
H -2.0881 -2.4934 1.4897
H 0.7851 -3.9791 0.0225
C -0.4720 7.9156 -3.0183
N 0.0334 7.1976 -1.8188
O 1.2481 7.1922 -1.6354
O -0.8092 6.6638 -1.1008
H 0.3729 8.3363 -3.5581
H -1.0016 7.1910 -3.6357
H -1.1398 8.7036 -2.6716
C 1.5001 -9.3508 2.9872
N 1.3889 -7.9408 3.4438
O 1.2643 -7.7471 4.6413
O 1.4303 -7.0753 2.5810
H 1.4479 -10.0058 3.8551
H 0.6697 -9.5428 2.3084
H 2.4585 -9.4574 2.4804
C 4.0815 9.2514 -4.6274
N 2.7561 8.5820 -4.5625
O 2.6672 7.5781 -3.8743
O 1.8491 9.0891 -5.2061
H 4.7860 8.6951 -4.0116
H 4.3978 9.2532 -5.6699
H 3.9562 10.2657 -4.2500



91
Properties=species:S:1:pos:R:3 method="wB97M-V/def2-TZVPD" fmax_ev_per_a=9.47 relative_energy_kcal_mol=272.65 smiles=C1CCOC1.C1CCOC1.C1CCOC1.C1CCOC1.C1CCOC1.C1CCOC1.C1CCOC1 mol_weight_g_mol=504.75
C 0.7257 2.7970 3.5925
C 0.7367 2.9510 5.0515
C 1.3477 4.3160 5.1735
O 1.8767 4.6720 3.9405
C 1.0647 4.1360 2.8985
H -0.2863 2.5700 3.1445
H 1.6117 2.1080 3.4385
H 1.4367 2.1910 5.4555
H -0.3753 3.1680 5.5865
H 2.1337 4.1600 6.0895
H 0.7837 5.1330 5.5625
H 1.8867 4.2030 2.0945
H 0.3397 4.7420 2.7415
C -3.8493 -1.6890 -3.4425
C -5.2153 -1.0370 -3.2585
C -5.0173 -0.3670 -1.9025
O -3.6533 -0.1000 -1.7905
C -2.9153 -1.0800 -2.3995
H -3.4313 -1.4740 -4.3715
H -3.9713 -2.7470 -3.3615
H -5.9583 -1.5810 -3.2045
H -5.3613 -0.4080 -4.0715
H -5.1883 -1.0800 -1.1695
H -5.5533 0.4860 -1.6785
H -2.6243 -1.6890 -1.6665
H -2.0483 -0.7220 -2.6065
C 0.2767 -2.9920 -3.5035
C 0.4457 -2.3000 -4.7985
C 1.9487 -2.4260 -5.1065
O 2.5647 -3.3310 -4.1565
C 1.5177 -3.9250 -3.4385
H -0.6653 -3.3400 -3.4205
H 0.3387 -2.2180 -2.6665
H 0.2097 -1.2460 -4.5745
H -0.2203 -2.5430 -5.6645
H 2.4287 -1.5040 -5.2275
H 2.0157 -2.7880 -6.2385
H 1.6487 -4.2190 -2.2435
H 1.4807 -4.9260 -3.9745
C 1.0037 -0.3190 1.0915
C -0.1633 -0.6490 1.9185
C -1.2713 -0.9930 0.8705
O -0.5303 -1.6150 -0.1865
C 0.6237 -0.7910 -0.2745
H 1.9677 -0.7470 1.6135
H 1.3047 0.6970 1.1805
H -0.4983 0.3140 2.6535
H -0.0873 -1.4750 2.5135
H -2.0353 -0.2310 0.6105
H -1.7393 -1.8530 1.1985
H 0.4297 0.0410 -0.9765
H 1.4677 -1.2570 -0.7715
C 4.6097 2.6590 1.0965
C 4.5457 3.8360 0.3035
C 3.3857 3.6680 -0.6565
O 3.0717 2.2940 -0.4875
C 4.0017 1.5560 0.1805
H 4.0417 2.8040 2.0165
H 5.6357 2.2400 1.4415
H 5.4607 4.3230 0.0125
H 4.2307 4.7050 1.1505
H 3.6517 3.8270 -1.7625
H 2.5687 4.3280 -0.4375
H 4.8687 0.9710 -0.3555
H 3.6057 0.7690 0.9725
C -0.6093 -5.0430 0.3885
C -0.4233 -5.0320 2.0105
C 0.3337 -6.2900 2.3805
O 1.1877 -6.3000 1.2185
C 0.4007 -6.0720 0.0115
H -0.3293 -4.1460 0.1205
H -1.5053 -5.3690 0.0885
H -1.5033 -5.1930 2.3445
H 0.1017 -4.0470 2.3895
H -0.2363 -7.2260 2.5855
H 0.9817 -6.3200 3.2315
H 0.0797 -6.8430 -0.4615
H 1.3167 -5.6270 -0.6485
C -1.3583 2.9040 0.0295
C -2.5593 3.0690 0.9715
C -3.1193 4.4610 0.7565
O -1.9313 5.1360 0.5695
C -0.9813 4.3550 -0.2375
H -1.6593 2.4990 -0.8425
H -0.6803 2.1540 0.6095
H -2.4703 2.9040 2.1175
H -3.2493 2.5070 0.5995
H -3.7323 4.7300 1.5565
H -3.7593 4.4250 -0.1145
H 0.0447 4.7360 -0.1125
H -0.9773 4.6280 -1.3095